(1)
A structure of composition C26H48Br2F3GaNO11S2. Source: OMol25; level of theory: ωB97M-V/def2-TZVPD.

XYZ file:
```
94
Properties=species:S:1:pos:R:3:forces:R:3:mulliken_charge:R:1
Br -5.563 -1.491 -5.111 0.045 0.042 0.088 -0.1872
Br -5.152 -1.864 -0.984 -0.009 0.021 0.012 -0.1120
Ga -1.691 0.467 -1.795 -0.073 0.306 -0.058 0.1002
S 1.025 -2.492 -0.941 -0.145 0.022 0.038 -0.1116
S 0.634 -3.797 1.702 -0.023 -0.199 -0.109 -0.2484
F -3.110 -2.879 -2.395 0.143 0.064 0.125 -0.1960
F -5.030 -3.410 -3.144 -0.112 -0.167 -0.146 -0.2593
F -4.616 -0.041 -3.076 0.104 -0.078 -0.062 -0.1747
O 2.178 -0.426 4.744 0.086 0.005 -0.057 -0.3500
O 7.821 -1.364 -4.529 0.069 -0.001 -0.065 -0.5807
O 0.312 0.807 5.048 -0.065 0.065 -0.067 -0.5524
O -6.631 3.759 0.504 0.014 -0.023 0.091 -0.2505
O 6.431 -2.713 -3.371 -0.045 -0.129 0.052 -0.1921
O 4.420 -5.603 -0.596 -0.144 -0.078 -0.077 -0.4692
O -6.280 5.053 2.188 0.002 -0.039 0.026 -0.3260
O -7.761 5.709 0.612 -0.070 0.059 -0.035 -0.5877
O -2.888 1.809 -1.204 -0.019 -0.128 0.088 -0.5639
O 6.254 -0.588 -3.092 -0.017 -0.046 0.018 -0.2901
O 1.992 0.728 6.558 0.025 0.003 -0.022 -0.4006
N 3.036 -3.412 0.628 -0.296 -0.679 -0.669 0.2230
C 5.959 1.211 -4.716 -0.049 -0.112 -0.031 -1.0844
C 3.571 -5.795 0.529 -0.149 0.092 0.099 -0.3681
C 3.910 -4.532 -1.382 -0.090 0.072 -0.151 -0.3000
C 6.925 -1.532 -3.744 -0.105 0.053 0.038 0.6645
C 7.016 -3.845 -4.020 0.022 -0.037 0.027 -0.6948
C -2.823 -0.999 -4.324 0.061 0.224 -0.318 -0.9749
C -2.009 0.199 -3.793 0.012 -0.224 -0.067 -0.8966
C 0.194 1.217 -1.600 0.031 -0.076 0.215 -1.1724
C -6.548 6.250 2.928 0.047 0.148 0.078 -0.2410
C 1.644 -0.903 3.497 0.009 -0.001 -0.071 -0.5370
C -6.969 4.914 1.054 0.016 -0.045 -0.033 0.7455
C -2.565 2.420 1.155 -0.036 -0.068 0.264 -1.0562
C -3.409 1.692 0.085 -0.074 0.068 -0.005 0.5210
C 1.232 1.595 7.413 -0.020 0.149 0.101 -0.1825
C 0.155 0.845 8.166 0.012 -0.103 -0.047 -1.0821
C 6.604 0.767 -3.422 0.050 0.208 0.028 -0.2364
C -4.212 -1.179 -3.684 -0.079 0.066 -0.102 0.4286
C -4.322 -2.380 -2.654 0.055 0.111 0.076 0.5107
C -7.298 3.438 -0.719 0.073 -0.079 -0.092 -0.6370
C 3.584 -4.543 1.402 0.273 0.241 0.312 -0.9321
C 1.309 0.167 -1.679 -0.075 0.103 0.068 -0.7004
C -7.832 6.147 3.723 -0.038 -0.092 -0.035 -1.0934
C 1.667 -3.300 0.524 0.377 0.245 0.388 0.1763
C 3.886 -3.247 -0.565 0.324 0.318 -0.013 -0.8256
C 1.388 0.410 5.405 -0.007 -0.139 0.118 0.7224
C 1.339 -0.762 -0.447 0.182 0.080 0.079 -0.6035
H -2.994 -0.884 -5.402 0.011 -0.072 0.182 0.4210
H -1.566 2.630 0.760 -0.128 -0.009 -0.006 0.2733
H 0.590 0.012 8.721 0.002 0.025 0.031 0.2859
H 0.269 1.732 -0.629 0.019 0.010 -0.183 0.3691
H -3.516 0.636 0.391 0.057 0.082 -0.087 0.1595
H -6.802 2.548 -1.093 0.013 0.002 0.007 0.1513
H 4.907 -3.066 -0.205 -0.168 0.012 -0.020 0.2393
H -8.352 3.237 -0.532 -0.008 0.041 0.004 0.3046
H 3.596 -2.379 -1.158 -0.108 -0.249 0.085 0.4208
H 4.547 -4.406 -2.263 0.030 -0.091 0.219 0.1856
H -2.252 -1.920 -4.203 -0.123 -0.010 0.048 0.3430
H 6.166 2.268 -4.887 0.000 0.010 0.008 0.3718
H 8.100 -3.826 -3.924 0.008 0.016 -0.020 0.3188
H 2.327 -0.755 0.028 -0.180 0.093 -0.002 0.6014
H 6.234 1.351 -2.582 -0.023 -0.037 0.014 0.3005
H -6.569 7.099 2.245 -0.040 -0.024 -0.027 0.3163
H -0.339 1.514 8.872 0.005 0.012 0.005 0.3461
H 1.352 -0.072 2.858 -0.015 0.017 0.023 0.2804
H 6.609 -4.716 -3.515 -0.009 0.006 0.004 0.1951
H -1.010 0.076 -4.241 -0.130 0.086 0.031 0.4416
H -2.443 1.804 2.057 -0.019 0.093 -0.123 0.2645
H 1.969 2.012 8.098 0.025 -0.026 -0.015 0.2847
H -2.421 1.125 -4.218 0.045 -0.102 0.161 0.5008
H 1.183 -0.447 -2.581 0.108 0.111 0.010 0.4049
H 0.785 -1.547 3.670 -0.028 0.036 0.026 0.2624
H -7.199 4.252 -1.434 -0.014 0.017 0.010 0.3302
H 3.056 -4.667 2.347 -0.114 -0.004 -0.228 0.4513
H 0.579 -0.473 0.288 0.091 -0.104 -0.165 0.4123
H 2.442 -1.476 3.035 0.003 -0.007 0.014 0.2580
H 3.922 -6.670 1.083 0.097 0.138 -0.114 0.3823
H -0.594 0.454 7.480 -0.003 0.029 -0.010 0.3138
H 2.294 0.650 -1.749 -0.013 -0.178 -0.115 0.2123
H 6.348 0.642 -5.559 0.031 0.010 0.008 0.3169
H 0.364 1.978 -2.374 -0.060 -0.041 0.067 0.4694
H -4.426 2.121 0.106 0.096 -0.075 -0.014 -0.2647
H -8.692 6.067 3.060 0.012 0.025 -0.014 0.3109
H 6.742 -3.860 -5.073 0.030 0.024 -0.012 0.3254
H 4.879 1.071 -4.668 -0.003 0.042 0.017 0.2659
H -5.689 6.356 3.588 0.013 -0.034 -0.010 0.3107
H -7.956 7.034 4.345 0.009 0.008 0.006 0.3558
H -3.026 3.363 1.476 0.142 -0.066 -0.165 0.2538
H -1.952 -0.829 -0.902 0.016 -0.074 0.066 -0.2447
H 2.542 -5.992 0.186 0.116 -0.003 0.096 0.2871
H 0.810 2.406 6.820 -0.023 -0.035 -0.029 0.3205
H 4.631 -4.297 1.618 -0.159 -0.040 0.064 0.3641
H 2.898 -4.790 -1.731 0.084 0.143 0.063 0.2840
H 7.689 0.857 -3.459 0.000 -0.048 -0.036 0.3307
H -7.807 5.269 4.369 0.015 0.022 0.027 0.2898
```
Positions in Å, forces in eV/Å.

## Properties
Energy = -274038.18922 eV
HOMO-LUMO gap = 6.89 eV
E_HOMO = -4.77 eV
Charge = -1
Spin multiplicity = 1



(2)
A cluster of 3 separate species, C26H48Br2N7O3 in total in a non-equilibrium geometry. Source: OMol25; level of theory: ωB97M-V/def2-TZVPD.

XYZ file:
```
86
Properties=species:S:1:pos:R:3:forces:R:3:mulliken_spin:R:1
Br 2.976 -0.476 0.244 -0.290 0.799 0.516 0.0001
Br 0.063 2.324 2.587 0.161 -1.040 -0.212 0.0009
O 2.818 6.153 0.495 -0.224 -0.624 0.799 0.5968
O -1.032 -1.051 -1.796 -0.031 -0.347 -1.230 0.0000
O -1.601 -5.713 -1.375 0.706 0.419 -0.546 0.5804
N -1.518 -6.189 -2.593 -1.639 -0.435 2.598 0.3422
N 0.410 -0.487 2.169 0.178 0.684 -0.651 0.0001
N 0.114 -1.666 0.079 -1.157 0.000 0.918 0.0007
N -0.858 -2.695 4.567 -0.073 1.153 0.971 0.0000
N -0.468 -2.551 2.254 1.334 2.280 0.586 0.0000
N 2.248 6.651 1.568 1.003 0.841 -2.751 0.3283
N 0.131 -0.776 3.454 -0.536 -0.449 1.666 0.0001
C -0.400 -2.001 3.505 -0.372 -2.017 -2.131 0.0000
C 2.801 7.928 3.652 -0.336 0.093 0.121 0.0144
C -1.017 -1.073 -0.618 -0.282 1.057 1.448 0.0011
C -3.922 -6.932 -2.847 0.128 -0.387 0.471 0.0177
C 0.163 -7.743 -1.585 -0.097 0.525 0.501 -0.0103
C -3.351 -4.517 -3.005 0.398 0.135 0.603 -0.0200
C 1.998 0.995 1.007 0.756 0.131 -0.402 0.0007
C 0.420 -3.043 -0.377 1.005 -0.649 -0.241 -0.0021
C -2.631 -5.979 -4.798 0.127 -0.283 -0.227 0.0137
C 0.161 6.220 0.241 0.553 -0.372 -0.320 -0.0145
C -2.140 -0.455 0.255 0.197 -0.075 -0.190 0.0000
C -2.174 -8.542 -2.009 -0.528 0.244 0.117 0.0208
C 4.604 6.995 2.335 0.048 -0.442 -0.591 -0.0078
C 1.932 9.548 1.134 -0.005 -0.019 0.109 -0.0173
C -3.467 -8.387 -2.808 0.046 -0.013 -0.088 -0.0157
C -2.826 -5.939 -3.269 -0.796 0.654 -2.011 0.0305
C 3.301 8.926 1.408 -0.353 0.053 -0.486 0.0202
C 0.996 8.549 0.460 0.549 0.225 -0.161 0.0156
C 3.206 7.612 2.194 0.713 0.606 1.960 0.0248
C 0.949 0.778 1.801 -0.107 0.742 0.066 -0.0004
C 0.030 -1.566 1.459 -0.512 -1.792 -0.297 -0.0007
C 0.007 7.287 2.411 0.019 0.212 0.300 0.0167
C -1.062 -7.608 -2.501 1.356 -1.371 -1.024 0.0250
C 2.509 2.409 0.684 -0.513 -0.566 -0.519 -0.0023
C 0.914 7.186 1.167 -2.052 0.108 0.800 0.0216
C -0.547 -8.115 -3.868 -0.153 0.032 -0.325 0.0125
H 1.307 -3.417 0.175 -0.470 0.372 -0.242 -0.0004
H 0.505 -8.778 -1.558 -0.150 0.011 -0.211 0.0001
H 1.485 9.920 2.060 0.034 -0.032 0.013 0.0002
H 3.030 2.819 1.566 -0.301 -0.041 -0.423 0.0000
H -0.045 -7.461 -0.552 -0.094 0.125 -0.105 -0.0007
H -1.032 7.454 2.121 0.089 -0.031 -0.175 0.0009
H -1.588 -2.276 5.130 0.430 -0.303 0.181 0.0000
H -4.216 -4.307 -3.635 0.081 -0.226 -0.092 -0.0003
H 0.047 -7.352 -4.375 -0.060 0.017 0.030 -0.0078
H 0.259 8.110 3.075 0.089 -0.061 0.021 0.0014
H -1.774 0.395 0.868 -0.107 -0.534 -0.251 0.0000
H -0.529 -3.628 4.765 -0.319 0.101 -0.325 0.0000
H 0.612 6.155 -0.749 0.145 -0.056 0.110 0.0007
H 0.035 6.358 2.988 0.081 0.046 -0.022 -0.0095
H -3.341 -8.771 -3.824 0.049 0.012 0.018 -0.0005
H 4.569 6.085 2.939 -0.035 0.027 -0.031 -0.0003
H 5.280 7.696 2.827 -0.236 0.091 0.056 0.0005
H -2.388 -8.344 -0.953 0.100 0.137 -0.030 0.0017
H -1.839 -9.580 -2.064 0.201 0.097 -0.051 0.0002
H -2.491 -6.980 -5.199 0.085 0.002 0.056 0.0012
H -4.248 -9.000 -2.352 0.012 0.025 -0.040 0.0019
H 1.340 8.404 -0.570 0.033 -0.173 0.065 0.0044
H -2.588 -3.768 -3.230 -0.002 -0.048 0.020 0.0037
H 2.466 7.028 4.173 -0.019 0.010 -0.061 -0.0091
H 5.060 6.750 1.375 -0.183 -0.054 -0.014 -0.0003
H -0.003 8.985 0.386 -0.048 -0.210 0.067 0.0019
H -2.575 -1.236 0.910 0.235 0.448 -0.268 0.0000
H -3.673 -4.378 -1.973 0.157 -0.056 0.024 0.0005
H -4.290 -6.665 -1.850 0.145 0.113 -0.003 0.0041
H 0.129 5.215 0.670 0.028 0.004 0.017 0.0009
H 1.629 3.024 0.406 0.603 -0.096 0.388 0.0011
H 3.919 9.641 1.955 0.038 -0.178 0.132 0.0021
H -2.924 -0.056 -0.409 0.430 -0.298 0.198 0.0000
H 3.806 8.753 0.451 -0.023 -0.166 0.048 0.0023
H -1.776 -5.367 -5.096 -0.006 -0.059 0.066 -0.0080
H 0.094 -8.988 -3.738 -0.026 0.078 0.198 0.0004
H -0.868 6.548 0.092 0.080 0.173 0.207 0.0004
H -4.778 -6.840 -3.520 0.126 0.186 -0.061 -0.0001
H 2.025 8.686 3.738 -0.063 -0.098 -0.040 0.0014
H -0.390 -3.776 -0.213 0.151 0.558 -0.230 0.0021
H -3.506 -5.579 -5.312 -0.038 0.041 0.192 0.0004
H 0.990 -7.127 -1.947 -0.056 0.001 -0.008 0.0012
H 3.650 8.325 4.209 0.084 -0.076 -0.181 0.0009
H -1.338 -8.441 -4.541 -0.014 0.127 -0.001 0.0010
H 0.278 -0.157 4.246 0.158 0.198 -0.474 0.0000
H 3.177 2.426 -0.196 -0.213 -0.253 0.608 0.0007
H 2.055 10.421 0.489 -0.032 -0.027 0.027 0.0018
H 0.714 -2.984 -1.437 -0.391 -0.035 0.447 0.0034
```
Positions in Å, forces in eV/Å.

## Properties
Energy = -184388.07318 eV
HOMO-LUMO gap (spin up / spin down) = 7.16 / 7.93 eV
⟨S²⟩ = 2.008
E_HOMO (spin up / spin down) = -10.47 / -11.24 eV
Charge = +1
Spin multiplicity = 3



Q: The highest charge belongs to which entry?
A: C26H48Br2N7O3



Q: Number 2 is which compound?
A: C26H48Br2N7O3



Q: What is the energy in the first record?
A: -274038.18922 eV